(1)
{
  "formula": "C26H35CrGe2N4O6S2Se",
  "method": "the ωB97M-V functional and the def2-TZVPD basis",
  "elements": ["Cr", "O", "S", "O", "O", "C", "C", "C", "C", "C", "C", "S", "O", "O", "O", "H", "H", "H", "H", "N", "N", "H", "H", "H", "H", "C", "N", "C", "C", "N", "C", "C", "Se", "H", "H", "H", "H", "H", "H", "H", "H", "C", "Ge", "C", "C", "Ge", "C", "C", "C", "C", "C", "C", "C", "C", "C", "C", "C", "C", "H", "H", "H", "H", "H", "H", "H", "H", "H", "H", "H", "H", "H", "H", "H", "H", "H", "H", "H"],
  "coordinates": [[1.06, -0.70, -0.51], [3.10, 0.58, 1.54], [3.42, -0.74, 1.04], [4.76, -1.18, 1.25], [2.97, -0.80, -0.43], [2.20, -1.72, 1.94], [2.19, -1.43, 3.31], [1.18, -1.91, 4.11], [0.13, -2.65, 3.57], [0.15, -2.98, 2.23], [1.18, -2.53, 1.40], [1.45, -3.50, -0.12], [0.79, -4.75, 0.04], [2.88, -3.52, -0.27], [0.76, -2.62, -1.16], [2.98, -0.82, 3.72], [1.20, -1.70, 5.17], [-0.67, -3.00, 4.20], [-0.60, -3.64, 1.79], [-1.49, -0.42, 0.83], [-1.00, -0.46, -0.52], [-2.48, -0.63, 0.83], [-1.34, 0.52, 1.17], [-1.39, 0.29, -1.10], [-1.32, -1.37, -0.91], [-4.12, -4.25, 1.62], [-4.67, -4.13, 0.29], [-6.01, -4.29, -0.05], [-6.10, -4.13, -1.38], [-4.82, -3.88, -1.85], [-4.46, -3.65, -3.24], [-3.94, -3.87, -0.82], [-2.11, -3.64, -0.91], [-4.85, -4.74, 2.26], [-3.87, -3.27, 2.02], [-3.21, -4.85, 1.57], [-6.76, -4.51, 0.69], [-6.95, -4.18, -2.04], [-5.16, -4.19, -3.87], [-3.45, -4.02, -3.40], [-4.50, -2.59, -3.47], [1.38, 2.46, 3.36], [0.73, 3.10, 1.64], [-1.23, 3.01, 1.76], [1.12, 5.01, 1.49], [1.51, 1.74, -0.21], [0.33, 2.22, -1.77], [-0.34, 3.44, -1.92], [-1.08, 3.73, -3.06], [-1.17, 2.80, -4.09], [-0.52, 1.58, -3.97], [0.21, 1.31, -2.81], [3.21, 2.40, -0.91], [4.05, 3.18, -0.11], [5.34, 3.48, -0.50], [5.83, 2.99, -1.70], [5.01, 2.22, -2.51], [3.72, 1.93, -2.12], [0.91, 3.04, 4.17], [2.47, 2.56, 3.44], [1.14, 1.41, 3.49], [-1.59, 3.85, 2.36], [-1.56, 2.10, 2.26], [-1.71, 3.06, 0.78], [0.67, 5.49, 2.37], [0.68, 5.45, 0.60], [2.19, 5.22, 1.49], [-0.28, 4.20, -1.14], [-1.58, 4.68, -3.16], [-1.73, 3.03, -4.99], [-0.57, 0.85, -4.76], [0.71, 0.33, -2.76], [3.69, 3.54, 0.85], [5.98, 4.09, 0.14], [6.85, 3.21, -2.00], [5.39, 1.82, -3.45], [3.10, 1.32, -2.76]],
  "lowdin_charge": [0.732, -0.387, 0.529, -0.223, -0.442, -0.219, -0.053, -0.046, -0.051, -0.063, -0.262, 0.470, -0.307, -0.261, -0.482, 0.126, 0.113, 0.109, 0.085, 0.028, -0.136, 0.082, 0.032, 0.098, -0.029, -0.038, -0.134, -0.047, -0.048, -0.133, -0.035, -0.694, 0.801, 0.091, 0.090, 0.074, 0.121, 0.121, 0.092, 0.056, 0.096, -0.246, 0.689, -0.256, -0.242, 0.840, -0.358, -0.110, -0.084, -0.093, -0.083, -0.174, -0.326, -0.117, -0.083, -0.091, -0.081, -0.107, 0.021, 0.020, 0.003, 0.022, 0.000, 0.008, 0.021, 0.009, 0.010, 0.078, 0.102, 0.100, 0.106, 0.088, 0.079, 0.101, 0.100, 0.102, 0.096],
  "orbital_gap_ev": [6.87, 7.33],
  "lumo_ev": [-1.09, -0.61],
  "de_lowest_ev": 0.4842,
  "charge": 0,
  "multiplicity": 2,
  "e_homo_ev": [-8.0, -7.9],
  "fmax_ev_per_a": 1.12
}


(2)
{
  "formula": "C26H35N3O10Sr",
  "method": "the ωB97M-V functional and the def2-TZVPD basis",
  "elements": ["Sr", "C", "C", "O", "H", "H", "H", "H", "H", "C", "C", "O", "H", "H", "H", "H", "H", "C", "C", "O", "H", "H", "H", "H", "H", "C", "C", "O", "H", "H", "H", "H", "H", "C", "C", "C", "C", "C", "C", "N", "O", "O", "H", "H", "H", "H", "H", "C", "C", "C", "C", "C", "C", "N", "O", "O", "H", "H", "H", "H", "H", "C", "C", "C", "C", "C", "C", "N", "O", "O", "H", "H", "H", "H", "H"],
  "coordinates": [[0.93, 0.94, 0.17], [-1.70, 3.06, 2.93], [-0.80, 3.89, 2.04], [0.13, 3.09, 1.42], [-2.49, 3.65, 3.42], [-1.03, 2.70, 3.73], [-2.08, 2.18, 2.43], [-0.30, 4.73, 2.56], [-1.41, 4.45, 1.28], [0.85, -2.90, -0.71], [2.15, -2.38, 0.01], [2.47, -1.09, -0.27], [0.92, -2.78, -1.81], [-0.08, -2.42, -0.42], [0.71, -3.99, -0.68], [2.90, -3.10, -0.37], [1.91, -2.58, 1.07], [4.95, 4.02, -0.72], [3.46, 3.70, -0.83], [2.99, 2.62, -0.16], [5.04, 5.11, -0.64], [5.61, 3.74, -1.55], [5.40, 3.57, 0.17], [3.29, 3.68, -1.94], [2.96, 4.64, -0.51], [2.46, -0.74, 4.45], [1.59, 0.37, 3.79], [1.97, 0.90, 2.61], [2.15, -1.67, 3.94], [2.18, -0.87, 5.50], [3.50, -0.51, 4.24], [1.58, 1.15, 4.59], [0.55, -0.04, 3.70], [-2.03, -4.74, 3.73], [-0.87, -3.97, 3.64], [-0.83, -2.84, 2.85], [-1.98, -2.49, 2.15], [-3.12, -3.26, 2.20], [-3.16, -4.39, 3.00], [-1.99, -1.27, 1.35], [-0.89, -0.77, 1.19], [-3.04, -0.85, 0.89], [-2.06, -5.66, 4.30], [-0.05, -4.14, 4.32], [0.08, -2.25, 2.93], [-4.00, -2.98, 1.63], [-4.13, -4.87, 3.04], [3.96, -2.28, -5.20], [3.26, -1.48, -6.09], [2.36, -0.57, -5.57], [2.07, -0.54, -4.22], [2.77, -1.36, -3.34], [3.74, -2.26, -3.83], [1.09, 0.40, -3.72], [1.06, 0.50, -2.52], [0.45, 1.07, -4.50], [4.63, -3.00, -5.66], [3.49, -1.63, -7.14], [1.87, 0.15, -6.22], [2.64, -1.30, -2.26], [4.46, -2.74, -3.18], [-6.13, 2.40, -1.11], [-6.05, 1.16, -1.68], [-4.79, 0.58, -1.83], [-3.68, 1.24, -1.32], [-3.78, 2.49, -0.71], [-5.04, 3.03, -0.50], [-2.36, 0.70, -1.57], [-1.44, 1.17, -0.96], [-2.27, -0.23, -2.35], [-7.13, 2.78, -0.92], [-6.98, 0.60, -1.69], [-4.65, -0.40, -2.27], [-2.91, 2.91, -0.22], [-5.28, 3.99, -0.06]],
  "lowdin_charge": [1.445, -0.138, -0.551, -0.415, 0.043, 0.062, 0.045, 0.078, 0.056, -0.118, -0.502, -0.410, 0.043, 0.030, 0.050, 0.077, 0.077, -0.158, -0.578, -0.384, 0.037, 0.035, 0.057, 0.065, 0.073, -0.135, -0.568, -0.376, 0.027, 0.037, 0.058, 0.073, 0.062, -0.080, -0.058, 0.023, -0.126, -0.017, -0.087, -0.300, 0.015, 0.087, 0.096, 0.111, 0.107, 0.114, 0.098, -0.111, -0.096, -0.023, -0.129, 0.041, -0.045, -0.334, 0.033, 0.076, 0.093, 0.092, 0.110, 0.082, 0.109, -0.112, -0.090, 0.004, -0.148, 0.037, -0.050, -0.341, 0.000, 0.087, 0.098, 0.101, 0.113, 0.124, 0.106],
  "orbital_gap_ev": 3.56,
  "lumo_ev": 3.37,
  "de_lowest_ev": 0.0780,
  "charge": -2,
  "e_homo_ev": -0.2,
  "fmax_ev_per_a": 3.90
}


(3)
{
  "formula": "C26H35N3PdSi2",
  "method": "the ωB97M-V functional and the def2-TZVPD basis",
  "elements": ["Pd", "C", "Si", "C", "C", "C", "C", "C", "C", "C", "Si", "C", "C", "H", "H", "H", "H", "H", "H", "H", "H", "H", "H", "H", "H", "H", "H", "H", "H", "C", "C", "C", "C", "C", "H", "H", "H", "H", "H", "H", "H", "H", "H", "H", "C", "C", "N", "C", "C", "C", "C", "C", "C", "C", "C", "N", "C", "N", "H", "H", "H", "H", "H", "H", "H", "H", "H"],
  "coordinates": [[-0.43, -0.91, -0.28], [-1.40, -3.86, -1.58], [-1.14, -2.04, -2.10], [-0.13, -2.22, -3.70], [-2.89, -1.53, -2.71], [-3.52, -2.02, -3.86], [-4.82, -1.64, -4.18], [-5.51, -0.77, -3.35], [-4.90, -0.28, -2.21], [-3.59, -0.64, -1.87], [-2.59, 0.01, -0.37], [-2.61, 1.91, -0.63], [-3.78, -0.19, 1.12], [-1.75, -4.47, -2.42], [-2.13, -3.93, -0.77], [-0.46, -4.28, -1.22], [-0.66, -2.83, -4.44], [0.82, -2.70, -3.47], [0.09, -1.25, -4.15], [-2.99, -2.70, -4.51], [-5.29, -2.03, -5.08], [-6.53, -0.48, -3.60], [-5.45, 0.40, -1.57], [-3.64, 2.29, -0.70], [-2.08, 2.18, -1.54], [-2.11, 2.41, 0.21], [-4.74, 0.31, 0.94], [-3.33, 0.23, 2.02], [-3.99, -1.25, 1.32], [3.14, -0.08, 0.13], [2.78, -1.18, -0.89], [2.69, -0.50, -2.27], [3.92, -2.20, -0.94], [1.46, -1.81, -0.49], [4.06, 0.45, -0.15], [3.28, -0.50, 1.13], [2.32, 0.64, 0.19], [3.62, 0.02, -2.51], [1.88, 0.24, -2.26], [2.47, -1.22, -3.05], [4.88, -1.73, -1.19], [3.71, -2.98, -1.68], [4.03, -2.69, 0.04], [1.61, -2.79, -0.01], [-0.45, -1.15, 4.10], [-0.61, -1.21, 2.73], [-0.05, -0.31, 1.91], [0.68, 0.68, 2.44], [0.91, 0.84, 3.83], [0.30, -0.13, 4.65], [1.70, 1.85, 4.46], [2.42, 2.99, 4.07], [2.59, 3.72, 2.88], [3.45, 4.87, 2.88], [3.59, 5.58, 1.73], [2.98, 5.26, 0.56], [2.21, 4.17, 0.65], [1.97, 3.40, 1.69], [-0.93, -1.90, 4.73], [-1.20, -1.98, 2.25], [1.10, 1.40, 1.75], [0.43, -0.07, 5.73], [1.78, 1.67, 5.53], [2.96, 3.44, 4.90], [3.96, 5.16, 3.78], [4.24, 6.46, 1.70], [1.70, 3.88, -0.27]],
  "lowdin_charge": [0.416, -0.238, 0.411, -0.241, -0.307, -0.122, -0.134, -0.134, -0.121, -0.315, 0.445, -0.253, -0.258, 0.007, 0.007, 0.002, 0.001, 0.001, 0.014, 0.082, 0.080, 0.080, 0.086, 0.003, 0.006, 0.007, 0.000, 0.002, 0.004, -0.087, -0.722, -0.096, -0.106, -0.162, 0.073, 0.079, 0.050, 0.068, 0.072, 0.052, 0.065, 0.068, 0.067, -0.008, -0.101, -0.185, -0.024, -0.078, -0.213, -0.072, -0.102, -0.109, -0.315, -0.078, -0.220, 0.004, -0.274, 0.088, 0.087, 0.087, 0.069, 0.093, 0.070, 0.074, 0.083, 0.077, 0.095],
  "orbital_gap_ev": [4.79, 6.25],
  "lumo_ev": [4.89, 4.89],
  "de_lowest_ev": 0.0000,
  "charge": -2,
  "multiplicity": 3,
  "e_homo_ev": [0.1, -1.4],
  "fmax_ev_per_a": 0.18
}


(4)
{
  "formula": "C26H35N5NaNbO3",
  "method": "the ωB97M-V functional and the def2-TZVPD basis",
  "elements": ["N", "C", "O", "Na", "Nb", "N", "N", "C", "C", "C", "C", "C", "C", "C", "C", "H", "H", "H", "H", "H", "H", "H", "H", "H", "H", "H", "H", "H", "H", "H", "H", "H", "H", "C", "H", "H", "H", "C", "H", "H", "H", "O", "C", "N", "C", "C", "O", "N", "C", "C", "C", "C", "C", "C", "C", "C", "C", "C", "C", "C", "H", "H", "H", "H", "H", "H", "H", "H", "H", "H", "H"],
  "coordinates": [[-0.16, 1.48, -0.58], [-0.71, 2.38, -1.20], [-1.20, 3.31, -1.71], [1.38, 1.67, 2.25], [-0.06, -0.35, 0.20], [1.80, -0.18, 0.90], [-0.26, -1.22, -1.54], [3.19, 0.26, 0.62], [-0.12, -1.07, -2.99], [4.00, 0.32, 1.93], [3.85, -0.75, -0.31], [3.18, 1.65, -0.03], [-1.41, -0.45, -3.54], [0.12, -2.43, -3.66], [1.05, -0.14, -3.29], [3.54, 0.94, 2.72], [4.98, 0.76, 1.71], [4.17, -0.69, 2.34], [3.92, -1.73, 0.16], [4.87, -0.41, -0.54], [3.29, -0.84, -1.25], [2.56, 1.67, -0.94], [4.21, 1.89, -0.31], [2.84, 2.45, 0.65], [-2.27, -1.10, -3.35], [-1.30, -0.31, -4.62], [-1.60, 0.53, -3.07], [-0.76, -3.08, -3.58], [0.98, -2.93, -3.21], [0.32, -2.27, -4.72], [1.15, -0.05, -4.38], [1.99, -0.55, -2.90], [0.89, 0.86, -2.88], [1.67, -1.46, 1.65], [0.68, -1.97, 1.44], [2.45, -2.18, 1.36], [1.73, -1.29, 2.74], [-1.06, -2.37, -1.05], [-1.30, -2.26, 0.04], [-2.03, -2.44, -1.58], [-0.52, -3.32, -1.17], [-0.17, 0.84, 3.59], [-1.29, 0.67, 3.05], [-2.50, 1.05, 3.51], [-3.58, 0.87, 2.55], [-2.77, 0.35, 1.36], [-3.11, 0.21, 0.17], [-1.48, 0.13, 1.77], [-4.54, -0.17, 3.13], [-4.87, -1.32, 2.41], [-5.66, -2.31, 3.01], [-6.13, -2.14, 4.31], [-5.83, -0.97, 5.02], [-5.05, 0.03, 4.42], [-4.20, 2.22, 2.25], [-5.54, 2.51, 2.49], [-5.98, 3.84, 2.38], [-5.09, 4.85, 2.01], [-3.76, 4.53, 1.71], [-3.32, 3.21, 1.80], [-2.59, 1.43, 4.45], [-4.51, -1.44, 1.39], [-5.90, -3.21, 2.44], [-6.75, -2.91, 4.78], [-6.20, -0.80, 6.03], [-4.85, 0.96, 4.96], [-6.23, 1.71, 2.77], [-7.03, 4.06, 2.59], [-5.44, 5.88, 1.95], [-3.05, 5.30, 1.41], [-2.29, 2.94, 1.54]],
  "lowdin_charge": [-0.044, -0.374, 0.217, 0.525, 1.868, -0.293, -0.231, -0.646, -0.647, -0.007, -0.015, -0.023, -0.009, -0.028, -0.035, 0.091, 0.117, 0.103, 0.086, 0.115, 0.075, 0.078, 0.115, 0.087, 0.092, 0.113, 0.079, 0.093, 0.099, 0.109, 0.110, 0.072, 0.062, -0.108, 0.070, 0.105, 0.113, -0.113, 0.069, 0.112, 0.110, -0.013, -0.496, 0.200, -0.268, -0.425, 0.069, -0.003, -0.168, -0.019, -0.054, -0.059, -0.047, -0.040, -0.150, 0.000, -0.043, -0.055, -0.053, -0.035, 0.187, 0.108, 0.113, 0.117, 0.118, 0.125, 0.124, 0.119, 0.117, 0.111, 0.107],
  "orbital_gap_ev": 5.59,
  "lumo_ev": -8.19,
  "de_lowest_ev": 0.0000,
  "charge": 2,
  "e_homo_ev": -13.8,
  "fmax_ev_per_a": 3.18
}